[1]
# C7H6F3IS

C7H6F3IS in the gas phase (ωB97M-V with the def2-TZVPD basis set, the Open Molecules 2025 dataset).

Each line ends with the Mulliken charge.
Geometry (Å):
C -0.6772 -0.9152 -0.0597  -0.563
C -0.6252 -0.5106 1.2141  -0.371
C 0.4056 -0.5537 -1.0049  -0.213
C 0.4296 0.3561 1.6903  -0.131
C 1.0696 0.7766 -0.6620  -1.033
C 1.2536 0.9390 0.8164  -0.162
C 0.9970 -3.4051 -1.2245  0.715
F 1.9032 -4.3718 -1.1133  -0.225
F -0.0005 -3.6926 -0.3788  -0.219
F 0.4815 -3.4691 -2.4593  -0.235
S 1.8006 -1.8173 -0.8897  -0.154
I 2.6929 2.3479 1.4298  0.079
H -1.4552 -1.5747 -0.4117  0.429
H -1.3828 -0.8158 1.9177  0.378
H 0.0899 -0.5814 -2.0490  0.469
H 0.5106 0.5312 2.7515  0.394
H 2.0233 0.8554 -1.1879  0.481
H 0.4299 1.5935 -1.0228  0.362

## Properties
molecular weight	306.1	g/mol
HOMO	-8.66	eV
LUMO level	0.2	eV
total charge	0
structure (SMILES)	FC(F)(F)S[C@H]1C=CC=C(I)C1
E	-34444.0844	eV



[2]
# C7H6FNS

C7H6FNS in the gas phase (ωB97M-V with the def2-TZVPD basis set, the Open Molecules 2025 dataset).

Each line ends with the Mulliken charge.
Geometry (Å):
C -0.7874 -2.7491 2.3901  0.211
C -0.6703 -0.9513 -0.8838  -0.350
C -0.0972 0.2319 -0.9333  -0.449
C -0.9980 -1.7242 0.3049  -0.074
C 0.0654 1.0499 0.3487  -0.231
C -0.2560 -1.9555 1.3700  -0.383
C 0.8883 2.1126 0.5107  0.124
N -1.1050 -3.3819 3.3002  -0.423
F 0.9766 2.7336 1.6855  -0.250
S 2.0326 2.7962 -0.6462  -0.177
H -1.1196 -1.2468 -1.8594  0.268
H -0.1295 0.7131 -1.8885  0.405
H -1.9937 -2.1087 0.1392  0.316
H -0.4377 0.6871 1.2288  0.453
H 0.7954 -1.7609 1.4687  0.442
H 2.1788 3.7999 0.0642  0.118

## Properties
molecular weight	155.2	g/mol
HOMO	-8.70	eV
LUMO level	-0.3	eV
total charge	0
structure (SMILES)	N#C/C=C/C=C\C=C(\F)S
E	-22396.2629	eV



[3]
# C7H6FO4

An isolated ion of composition C7H6FO4 and charge -1 (ωB97M-V with the def2-TZVPD basis set, the Open Molecules 2025 dataset).

Each line ends with the Mulliken charge.
Geometry (Å):
C -1.2818 0.6065 0.4019  -0.639
C -0.4525 1.4371 1.1893  -0.138
C -0.8767 -0.4135 -0.4675  -0.265
C 0.8693 1.2932 1.3224  -0.398
C 1.5160 -0.1602 -1.3852  0.259
C 0.3131 -0.8106 -1.0189  1.143
C 1.6502 0.1893 1.1749  0.568
O 2.3197 -0.9379 -2.1472  -0.589
O 1.7619 0.9993 -1.1613  -0.614
O 0.3102 -2.0656 -1.5850  -0.601
O 1.5055 -0.9996 0.9259  -0.588
F 3.0788 0.5299 1.4519  -0.397
H -2.3940 0.7323 0.6270  0.155
H -0.9201 2.3874 1.6439  0.183
H -1.6932 -1.0807 -0.7935  -0.014
H 1.2814 2.2559 1.7255  0.230
H 2.0059 -1.8548 -2.0490  0.382
H -0.6440 -2.2362 -1.9167  0.323

## Properties
molecular weight	173.1	g/mol
HOMO	-2.94	eV
LUMO level	3.4	eV
total charge	-1
structure (SMILES)	O=C(O)\C(O)=C/C=C\C=C(/[O-])F
E	-18263.1574	eV



[4]
# C7H6N2O3S

C7H6N2O3S in the gas phase (ωB97M-V with the def2-TZVPD basis set, the Open Molecules 2025 dataset).

Each line ends with the Mulliken charge.
Geometry (Å):
C -2.4440 0.6144 -0.0049  -0.466
C -1.8926 1.0646 1.2090  -0.380
C -1.5925 0.0655 -0.9248  -0.500
C -0.6235 0.7630 1.6228  -0.631
C -0.2749 -0.2204 -0.5730  0.209
C 0.1661 0.1030 0.6690  0.531
C 2.8017 -2.6284 -0.0925  -0.085
N 2.3571 -1.7405 0.5331  -0.172
N 0.7355 -0.6181 -1.4483  0.045
O 2.0688 -0.0388 2.4747  -0.615
O 2.8273 0.6791 0.2300  -0.553
O 0.4375 -0.5948 -2.7704  -0.504
S 1.9198 -0.1199 1.0837  1.184
H -3.5889 0.7397 -0.2845  0.277
H -2.6564 1.6304 1.7804  0.304
H -1.8446 -0.3977 -1.8894  0.469
H -0.2175 1.0281 2.6298  0.406
H 1.6649 -0.6730 -1.1476  0.131
H 0.1564 0.3436 -3.0969  0.351

## Properties
molecular weight	198.2	g/mol
HOMO	-8.85	eV
LUMO level	-0.1	eV
total charge	0
E	-27308.8940	eV



[5]
# C7H6N2O4Yb

C7H6N2O4Yb as an isolated structure (ωB97M-V with the def2-TZVPD basis set, the Open Molecules 2025 dataset).

Each line ends with the Mulliken spin population.
Geometry (Å):
Yb 0.0060 -0.2362 0.2200  1.002
O 0.4816 -2.4801 -2.4343  0.000
C 0.3251 -1.6304 -1.6998  0.000
C -0.3248 1.6388 1.6879  0.000
O -0.4779 2.3241 2.5811  0.000
C -2.3456 -0.1965 -0.2595  0.000
O -3.4855 -0.4095 -0.2741  0.000
C 2.3423 0.3074 0.1557  0.000
O 3.4882 0.3374 0.3439  0.000
H 0.0175 1.2131 -1.6656  0.000
H -0.0816 1.7093 -1.1463  0.000
N 0.1989 -3.6745 2.5717  0.000
C -0.0446 -2.7749 3.6018  0.000
C -0.1434 -1.5343 3.0093  0.001
N 0.0404 -1.7459 1.6882  0.000
C 0.2496 -3.0267 1.3843  0.000
H 0.3255 -4.6619 2.6303  0.000
H -0.1306 -3.0290 4.6288  0.000
H -0.3273 -0.5247 3.4082  0.000
H 0.4309 -3.4734 0.3581  0.000

## Properties
molecular weight	355.2	g/mol
HOMO (alpha / beta)	-20.92 / -20.92	eV
LUMO level (alpha / beta)	-14.4 / -14.4	eV
total charge	+3
E	-50022.8125	eV
multiplicity	2



[6]
# C7H6N4

A 2-piece molecular cluster, C7H6N4 overall (ωB97M-V with the def2-TZVPD basis set, the Open Molecules 2025 dataset).

Each line ends with the Mulliken charge.
Geometry (Å):
C -2.8067 1.5171 1.8924  0.277
C 2.1111 0.7827 -0.3324  0.304
C 0.4987 0.3397 -2.0758  0.345
C -1.2411 0.4616 0.4019  -0.134
C 2.0277 -1.9539 -0.7772  -0.760
C -2.0125 0.3698 1.7010  -0.441
C 0.8408 0.2852 -0.6956  0.098
N -3.5622 2.3783 1.9514  -0.376
N 3.1203 1.3300 -0.3991  -0.404
N 0.1390 0.1447 -3.1388  -0.406
N 0.0023 0.1223 0.3677  -0.321
H -1.7461 1.0073 -0.3933  0.398
H 2.3233 -1.9944 -1.8221  0.302
H 1.3516 -2.7859 -0.5686  0.319
H 2.8795 -1.6233 -0.0172  0.298
H -2.7025 -0.4693 1.5612  0.257
H -1.2232 0.0877 2.3445  0.246

## Properties
molecular weight	146.2	g/mol
HOMO (alpha / beta)	-9.76 / -9.44	eV
LUMO level (alpha / beta)	-2.2 / -1.0	eV
total charge	0
E	-13310.9322	eV



[7]
# C7H6N4S

A 2-piece molecular cluster, C7H6N4S overall (ωB97M-V with the def2-TZVPD basis set, the Open Molecules 2025 dataset).

Each line ends with the Mulliken charge.
Geometry (Å):
C 0.5923 -0.2267 -2.5110  0.140
C -2.5811 -2.3990 -0.4385  -0.508
C -1.8253 -3.0197 0.5032  -0.222
C -0.8375 -1.1162 -0.5524  0.289
C 0.0740 2.1294 -0.0215  -0.122
C 1.2494 1.4530 0.6293  -0.414
C 0.4473 0.3938 -1.2419  0.608
N 0.7490 -0.7808 -3.5011  -0.456
N -1.9957 -1.3211 -1.0254  -0.453
N -0.3433 1.5324 -1.0607  -0.515
N 1.5414 0.4560 -0.3800  -0.324
S -0.3009 -2.2202 0.6720  -0.160
H -3.5709 -2.6863 -0.7442  0.412
H -2.0523 -3.8821 1.0979  0.406
H -0.3872 3.0289 0.3444  0.438
H 2.1016 2.1246 0.7788  0.313
H 0.9602 1.0233 1.5992  0.260
H 2.0361 -0.3851 -0.1314  0.309

## Properties
molecular weight	178.2	g/mol
HOMO	-8.71	eV
LUMO level	0.0	eV
total charge	0
E	-24148.8567	eV



[8]
# C7H6NO4S

An isolated ion of composition C7H6NO4S and charge +1 (ωB97M-V with the def2-TZVPD basis set, the Open Molecules 2025 dataset).

Each line ends with the Mulliken charge.
Geometry (Å):
C -0.8582 -1.3318 0.6032  -0.186
C 1.8108 0.9794 -0.4262  -0.542
C 0.3578 -1.1647 1.4116  -0.236
C -1.8508 -0.4575 0.4241  0.469
C 0.6161 1.6567 -0.1329  0.807
C -2.9962 -0.8585 -0.4495  -0.209
C 2.1659 -0.2799 0.0484  -0.155
N 1.5031 -0.8784 0.9947  -0.220
O -3.0154 -1.8877 -1.0546  -0.407
O -2.4164 2.0422 -0.0533  -0.526
O -0.1122 1.3552 0.9171  -0.414
O 0.2529 2.6082 -0.9426  -0.392
S -1.9173 1.2921 1.0593  0.630
H -0.9657 -2.2991 0.1071  0.424
H 2.4373 1.4490 -1.1672  0.424
H 0.2489 -1.3742 2.4751  0.374
H -3.8049 -0.1143 -0.4979  0.342
H 3.0595 -0.7701 -0.3077  0.428
H -0.6263 2.9940 -0.7670  0.388

## Properties
molecular weight	200.2	g/mol
HOMO	-13.76	eV
LUMO level	-5.4	eV
total charge	+1
E	-27860.7101	eV



[9]
# C7H6O

C7H6O in the gas phase (ωB97M-V with the def2-TZVPD basis set, the Open Molecules 2025 dataset).

Each line ends with the Mulliken charge.
Geometry (Å):
C -1.2438 0.1850 -0.2632  -0.388
C -1.3387 1.3837 -0.8400  -0.734
C -1.4143 2.0773 -1.9052  0.834
C -0.3105 -0.8299 -0.7452  -0.361
C 1.6532 -0.1004 1.1436  -0.604
C 0.8941 -1.2766 1.6483  -0.336
C 0.6525 -0.9068 0.3820  0.017
O -1.4948 2.8659 -2.7671  -0.437
H -1.5858 -0.0065 0.7081  0.449
H -0.8481 -1.8192 -0.6326  0.191
H 0.0238 -0.6206 -1.6781  0.495
H 1.4038 0.9011 1.5307  0.177
H 2.6637 -0.0919 0.8343  0.246
H 0.9450 -1.7609 2.5843  0.452

## Properties
molecular weight	106.1	g/mol
HOMO	-8.86	eV
LUMO level	-0.6	eV
total charge	0
structure (SMILES)	O=C=C=CCC1=CC1
E	-9398.0358	eV



[10]
# C7H6O

C7H6O in the gas phase (ωB97M-V with the def2-TZVPD basis set, the Open Molecules 2025 dataset).

Each line ends with the Mulliken charge.
Geometry (Å):
C -0.0053 -0.3184 0.2693  1.411
C 0.0753 -0.9509 -1.1346  -0.500
C -0.4174 -0.1912 -2.1750  -0.588
C 1.3423 0.1871 0.6146  -1.005
C 2.4137 0.5943 0.9971  0.224
C -0.9893 0.7963 0.1447  -1.395
C -1.8498 1.6218 0.1991  0.353
H -0.4516 -1.0322 2.0197  0.366
H 0.4163 -2.0100 -1.1481  0.336
H -0.4674 -0.6365 -3.2180  0.264
H -0.6104 1.0013 -2.0007  0.153
H 3.3147 1.0785 1.3157  0.458
H -2.7149 2.3033 0.3883  0.433
O -0.3630 -1.3923 1.1441  -0.512

## Properties
molecular weight	106.1	g/mol
HOMO	-9.61	eV
LUMO level	0.9	eV
total charge	0
structure (SMILES)	C#CC(O)(C#C)C=C
E	-9397.8218	eV



[11]
# C7H6O

C7H6O as an isolated structure (ωB97M-V with the def2-TZVPD basis set, the Open Molecules 2025 dataset).

Each line ends with the Mulliken charge.
Geometry (Å):
C 2.5377 -0.1995 -0.2185  -0.324
C 1.4050 -0.9199 0.4496  0.120
C 1.0686 -2.0498 0.9508  -0.430
C 0.7574 0.4200 0.4895  0.846
C 1.9806 1.0364 -0.1114  -0.661
C -0.6860 0.6191 0.1812  0.105
C -1.6015 -0.5531 0.1043  -1.101
O -0.1078 0.9332 1.4253  -0.520
H 3.5216 -0.7537 -0.4414  0.311
H 2.3357 2.0840 -0.1173  0.377
H -0.7749 1.5961 -0.3462  0.397
H -2.1295 -0.6918 0.9966  0.319
H -0.9226 -1.4000 -0.0229  0.310
H -2.3240 -0.4771 -0.8278  0.253

## Properties
molecular weight	106.1	g/mol
HOMO	-9.48	eV
LUMO level	-0.6	eV
total charge	0
E	-9396.2353	eV



[12]
# C7H6O

C7H6O in the gas phase (ωB97M-V with the def2-TZVPD basis set, the Open Molecules 2025 dataset).

Each line ends with the Mulliken charge.
Geometry (Å):
C 0.5955 -0.7445 -1.4353  -0.308
C 0.9847 -1.5086 -0.2084  -0.392
C 0.6387 -0.9599 0.9765  -0.563
C -0.2469 0.0871 0.6044  0.852
C -0.9574 1.1651 1.2424  -0.400
C -1.4544 1.9125 0.1541  -0.524
C -0.3062 0.2484 -0.7679  -0.153
H 1.4995 -0.3500 -1.8655  0.234
H 0.2664 -1.4325 -2.1398  0.288
H 1.9179 -2.1454 -0.1448  0.275
H 1.0767 -1.3844 1.9558  0.279
H -0.9796 1.0578 2.3925  0.302
H -1.9774 2.7736 0.2818  0.537
O -1.0575 1.2807 -1.0458  -0.426

## Properties
molecular weight	106.1	g/mol
HOMO	-7.88	eV
LUMO level	1.1	eV
total charge	0
structure (SMILES)	C1=Cc2ccoc2C1
E	-9400.5959	eV